Formula: C7H11BO3
Source: the Open Molecules 2025 dataset
Level of theory: ωB97M-V/def2-TZVPD

## Properties
- molecular weight (g mol⁻¹) = 153.97
- total energy (Ha) = -523.9117
- total charge = 0
- E_HOMO (eV) = -8.020
- orbital gap (eV) = 8.26
- energy above the lowest of the compared OMol25 structures with the same formula, charge and spin (kcal per mole) = 64.0
- E_LUMO (eV) = 0.2

Last column: Mulliken charge in e.
Atoms and positions in Å:
1 C 2.6202 0.2136 0.9755  -0.634
2 O 2.0544 -0.7087 0.1075  -0.425
3 C 0.7610 -0.4704 -0.3511  0.100
4 C 0.6063 -0.4964 -1.6753  -0.224
5 C -0.8045 -0.4027 -2.3023  -0.690
6 C -1.7264 0.4970 -1.5131  -0.814
7 C -1.5556 0.2034 -0.0205  -0.700
8 C -0.3755 -0.1180 0.5052  0.572
9 B -0.4200 -0.4450 2.0367  0.617
10 O -0.9836 0.4645 2.8381  -0.477
11 O 0.0488 -1.6623 2.4736  -0.542
12 H 2.9605 1.1829 0.5207  0.273
13 H 3.7021 -0.1909 1.1956  0.245
14 H 1.9432 0.6349 1.7212  0.218
15 H 1.3081 -1.0608 -2.3818  0.264
16 H -0.6297 -0.2000 -3.2834  0.449
17 H -1.3031 -1.3764 -2.1982  0.229
18 H -2.7869 0.4633 -1.7866  0.365
19 H -1.6385 1.5520 -1.7858  0.301
20 H -2.3947 0.2862 0.7089  0.275
21 H -1.6439 0.1736 3.4934  0.300
22 H -0.0851 -1.7717 3.4611  0.297